{
  "formula": "C40H97Cl6N7O13",
  "method": "ωB97M-V/def2-TZVPD",
  "elements": ["H", "H", "H", "H", "O", "H", "H", "O", "H", "C", "C", "H", "H", "H", "H", "O", "C", "N", "C", "H", "H", "C", "C", "H", "C", "N", "C", "C", "H", "H", "O", "C", "H", "H", "H", "H", "H", "H", "C", "H", "C", "C", "C", "H", "C", "O", "H", "H", "H", "H", "C", "C", "C", "H", "H", "O", "H", "O", "H", "H", "O", "C", "H", "Cl", "C", "H", "H", "H", "H", "C", "H", "C", "H", "H", "Cl", "H", "H", "H", "H", "C", "H", "H", "H", "H", "O", "H", "N", "H", "H", "H", "C", "H", "C", "N", "H", "H", "H", "C", "H", "H", "H", "H", "C", "H", "C", "C", "C", "O", "H", "H", "O", "C", "H", "Cl", "H", "C", "H", "H", "H", "H", "H", "H", "O", "Cl", "C", "H", "H", "C", "Cl", "H", "H", "N", "H", "H", "H", "H", "H", "H", "O", "N", "C", "H", "C", "H", "H", "H", "H", "H", "H", "H", "C", "C", "C", "H", "H", "Cl", "C", "N", "H", "H", "H", "H", "H"],
  "positions_angstrom": [[7.40239, -6.67352, -1.35514], [-5.86746, 0.86646, -5.65271], [-0.07897, 5.19373, 2.87945], [0.48094, -1.13154, 1.17062], [-1.91989, -4.61658, 2.04183], [2.21667, -6.28604, 6.19624], [2.09950, 11.27763, -2.28652], [3.12202, 0.83161, -5.21617], [1.08501, 4.37922, -4.98344], [0.02100, 7.30609, 2.25911], [0.34893, 3.94047, 0.64360], [5.62835, 1.59635, -1.47681], [-1.01042, -4.69207, 0.06935], [0.88931, 1.51289, -3.97029], [4.58418, -1.08155, -2.80085], [0.00793, 0.77915, 3.80184], [1.23010, -6.69247, 5.97355], [1.14015, 2.11412, -3.19847], [-0.73411, 1.81894, 4.37689], [4.94571, -1.27865, -0.43940], [-8.85352, -3.27816, 2.12741], [0.13579, 3.86439, -4.83498], [-5.60969, 1.43413, -4.75861], [-2.99283, -0.30354, 2.31920], [4.00114, 1.08892, 0.77450], [-0.24607, 8.10224, 1.10128], [-0.45649, 0.10428, 2.65030], [2.50605, 2.52829, -3.55535], [-2.21439, 3.26141, -5.86163], [0.88924, 3.49145, -0.18979], [2.16207, -3.18640, -1.90636], [-0.11511, 9.51603, 1.40526], [6.52349, -4.23755, -1.63362], [-1.55643, 1.67508, -5.40645], [3.38052, 0.64036, -3.27158], [0.04636, -5.76722, 3.73614], [1.71815, -8.95156, 8.27628], [5.83298, -7.23105, -1.78807], [-0.17432, 10.42530, 0.08802], [0.21446, -2.70304, -2.42991], [-5.73065, -3.51168, 3.26332], [3.03966, 0.07612, 1.33292], [-2.86960, -4.53767, -3.97308], [1.01879, 7.52273, 2.64065], [5.94377, 1.41551, -0.44924], [5.14526, 0.39749, 0.18520], [-1.08021, -0.71051, 3.01798], [-7.72337, -4.45513, 1.65017], [3.42970, 1.55115, -0.03042], [-0.10106, -3.55629, 2.28582], [-4.86440, -2.52358, 2.43475], [-0.96635, -4.10406, 4.27121], [-0.82840, 0.00769, -1.11691], [0.47543, 11.37059, -2.21390], [-0.41689, 0.17528, -3.25404], [-5.83740, -0.17143, 0.70520], [-1.82864, -4.71874, -4.24089], [-0.07186, 2.91665, -5.90255], [3.05275, -0.79100, 0.67259], [-5.72078, -0.66233, -1.33449], [5.89443, -5.63605, -0.35812], [3.47898, 1.42749, -4.01913], [4.11115, 2.21336, -6.33958], [-3.44070, -6.04523, -3.25267], [3.14043, 1.71779, -6.32432], [2.29418, -1.69574, -3.12282], [1.23709, -1.17306, 2.72564], [-1.66198, 1.48042, 4.83795], [-0.76396, -3.17650, 4.80671], [-1.42582, 2.53607, -6.06199], [-7.43221, -2.74519, 1.28472], [-4.05343, -0.07049, 2.41363], [5.97437, 2.37785, 0.06170], [2.36780, 2.47409, -6.18593], [-7.15727, 1.76898, -3.93854], [4.91196, -4.80795, -2.02694], [-5.44441, -0.87479, 3.73140], [2.83478, -7.96604, 7.36716], [3.91380, -3.47936, -0.18459], [2.71901, -1.93094, -2.14696], [-0.47144, 11.43568, 0.36902], [2.06521, -9.29367, 6.44542], [-4.12971, 0.85889, 2.97802], [1.40446, 12.44979, -1.05633], [0.53768, 5.32927, 0.92105], [6.56964, -7.62123, -0.19806], [-4.69247, -1.19770, 3.13945], [-0.98177, 9.81400, 1.99536], [-0.99525, 0.82924, 2.04017], [0.61604, 1.33677, -1.58254], [4.26208, -1.98610, -2.28495], [-5.37162, -3.55540, 4.29157], [1.94867, -8.59373, 7.27282], [1.68719, 0.55501, 1.64072], [-1.01451, 2.55834, 3.62671], [-0.71032, 3.69369, 0.57146], [1.29815, -7.13963, 4.98182], [-7.77881, -3.44185, 2.04802], [2.42984, -1.13851, -1.45664], [-1.88929, -4.54262, 4.65061], [0.53661, 0.81608, 0.08883], [6.98295, 1.10312, -0.34616], [4.97011, -3.33577, -0.41195], [4.24624, 1.83949, 1.52595], [1.32787, 11.47751, -1.54306], [0.78673, -0.49487, 2.00083], [-4.41544, 0.05569, 0.89379], [1.13784, 10.48447, -0.54574], [-5.54341, -4.52993, 2.92244], [0.74234, 9.77127, 2.02793], [-1.43754, -0.60006, -0.23558], [-0.29737, 5.77116, 1.98113], [0.52679, 7.85083, 0.50163], [-2.80281, -3.27384, -2.75029], [0.45801, 4.00424, -2.64117], [-1.06042, -3.69280, 2.78491], [-4.13018, 1.01551, 0.46312], [4.58850, -2.69990, -3.04129], [-5.23066, -2.46897, 1.40958], [-0.88285, 9.97833, -0.60932], [0.63200, 3.47467, 1.58753], [2.72210, 3.33482, -4.25602], [-7.14775, -3.35463, 3.29519], [-3.77222, -4.03482, -5.36600], [6.40687, -6.84490, -0.94566], [-2.06676, 0.57576, -2.87167], [3.50826, -0.24948, 2.26163], [-6.29599, -0.08255, -0.61263], [-4.57657, 0.50720, -3.67397], [-7.31815, -0.44694, -0.71508], [1.74191, 1.21441, 2.40381], [5.11257, -2.02109, -1.10350], [-1.86533, -3.23148, 0.42367], [0.46842, -4.75200, 6.59864], [0.48064, -4.17171, -1.56172], [-0.58091, 7.78537, 3.03118], [-3.88886, -3.00110, 2.34313], [-0.78099, -5.94317, 6.16869], [0.88992, -7.73139, 6.90492], [0.15208, -5.08329, 4.47178], [-1.24337, -0.08109, -2.59122], [-2.77221, -4.72943, 0.17287], [-1.87092, -4.30458, 0.61477], [2.85008, 1.11197, -7.18268], [-6.36550, 0.98117, -0.84015], [-0.79713, 2.71370, -3.11552], [5.57916, -3.04688, 0.44461], [-1.53664, 2.17208, -7.08343], [-1.56008, -2.73944, 2.61303], [-3.94725, -0.78496, 0.38173], [0.14643, 3.21665, -3.32727], [0.80801, -3.13388, -1.62357], [0.19104, -5.53458, 5.89243], [0.59029, -2.67217, -0.66049], [-0.18283, 2.33646, 5.16197], [-4.91445, 2.99775, -5.33082], [5.55744, -4.50203, -1.20361], [0.15381, 0.82331, -0.84579], [-1.54705, -1.07707, -2.91358], [-1.34605, 5.79593, 1.68489], [-0.60328, 4.65414, -4.96982], [2.84230, 2.94438, -2.60566], [4.51373, 1.77004, -4.01199]],
  "mulliken_spin": [0.000, -0.013, 0.000, 0.000, 0.000, 0.000, 0.000, 0.000, -0.004, 0.000, 0.000, 0.000, 0.000, 0.000, 0.000, 0.000, 0.000, 0.005, 0.000, 0.000, 0.000, -0.002, -0.302, 0.000, 0.000, 0.000, 0.000, -0.002, 0.013, 0.000, 0.000, 0.000, 0.000, -0.016, 0.000, 0.000, 0.000, 0.000, 0.000, 0.001, 0.000, 0.000, 0.014, 0.000, 0.000, 0.000, 0.000, 0.000, 0.000, 0.000, 0.000, 0.000, -0.075, 0.000, -0.017, 0.007, 0.001, -0.001, 0.000, 0.011, 0.000, 0.000, 0.000, 0.000, 0.000, 0.000, 0.000, 0.000, 0.000, 0.001, 0.000, 0.002, 0.000, 0.001, 0.215, 0.000, 0.000, 0.000, 0.000, -0.001, 0.000, 0.000, 0.000, 0.000, 0.000, 0.000, 0.000, 0.000, -0.001, 0.002, 0.001, 0.000, 0.000, 0.000, 0.000, 0.000, 0.000, 0.000, 0.000, 0.000, -0.003, 0.000, 0.000, 0.000, 0.000, 0.001, 0.018, 0.000, 0.000, 0.000, -0.071, 0.000, 0.000, 0.054, 0.001, 0.001, 0.002, 0.000, 0.001, 0.000, 0.000, 0.000, 0.000, 0.001, 0.000, -0.008, 0.000, -0.022, 0.633, -0.002, 0.000, 0.000, 0.002, 0.000, 0.000, 0.000, -0.001, 0.000, 0.000, 0.000, 0.093, 0.001, -0.003, 0.000, -0.002, 0.002, 0.000, -0.009, -0.001, -0.013, -0.009, -0.001, 0.000, 0.000, 0.000, 0.469, 0.000, 0.008, -0.004, 0.000, 0.019, -0.001, 0.000],
  "e_homo_ev": [-0.065, -6.296],
  "lumo_ha": [0.0686, 0.0685],
  "multiplicity": 2,
  "charge": -1,
  "e_tot_ev": -155224.533,
  "homo_lumo_gap_ev": [1.931, 8.161]
}